{"formula": "C4H7NOS2", "method": "wB97M-V/def2-TZVPD", "symbols": ["C", "C", "C", "C", "N", "O", "S", "S", "H", "H", "H", "H", "H", "H", "H"], "positions_angstrom": [[2.28, -0.64, 0.10], [1.85, 0.57, -0.80], [-0.49, 1.06, 0.32], [-2.81, -0.32, -0.10], [1.48, -0.82, 1.10], [3.12, -1.38, -0.38], [1.02, 1.78, 0.24], [-1.13, -0.13, -0.71], [2.69, 1.10, -1.42], [1.14, 0.24, -1.57], [-1.12, 1.38, 1.27], [-3.04, -1.45, -0.17], [-3.61, 0.22, -0.61], [-2.97, 0.03, 1.03], [1.59, -1.62, 1.69]], "nbo_charge": [0.580, -0.653, -0.465, -0.788, -0.958, -0.690, 0.608, 0.498, 0.262, 0.233, 0.275, 0.256, 0.240, 0.246, 0.357], "de_lowest_kj_mol": 349.3, "homo_ev": [-7.489, -7.490], "molar_mass_g_mol": 149.24, "fmax_ha_per_bohr": 0.062, "orbital_gap_ev": [5.980, 5.982], "e_lumo_ev": [-1.509, -1.508]}

***

{"formula": "C4H7NOSi", "method": "wB97M-V/def2-TZVPD", "symbols": ["C", "C", "C", "C", "N", "O", "Si", "H", "H", "H", "H", "H", "H", "H"], "positions_angstrom": [[2.99, 0.81, -0.23], [3.15, -0.37, 0.39], [1.03, -0.21, -0.12], [-1.81, 0.54, 0.37], [1.61, 0.91, -0.54], [1.96, -1.00, 0.44], [-0.70, -0.90, -0.21], [3.61, 1.69, -0.61], [3.95, -0.92, 1.02], [-1.73, 0.47, 1.43], [-1.44, 1.55, 0.06], [-2.87, 0.74, 0.13], [-0.75, -2.45, 1.03], [-0.73, -1.76, -1.35]], "nbo_charge": [-0.143, 0.053, 0.066, -1.111, -0.460, -0.413, 1.124, 0.241, 0.225, 0.249, 0.266, 0.260, -0.194, -0.163], "de_lowest_kj_mol": 341.3, "homo_ev": -9.432, "molar_mass_g_mol": 113.19, "fmax_ha_per_bohr": 0.066, "orbital_gap_ev": 10.280, "e_lumo_ev": 0.848}

***

{"formula": "C4H7NS", "method": "wB97M-V/def2-TZVPD", "symbols": ["C", "C", "C", "C", "N", "S", "H", "H", "H", "H", "H", "H", "H"], "positions_angstrom": [[0.12, -0.09, -0.14], [-0.49, 1.10, 0.43], [-0.09, 1.51, 1.81], [0.22, -1.82, -1.73], [-0.38, -0.66, -1.15], [-1.60, 1.96, -0.41], [1.04, -0.44, 0.37], [0.98, 1.71, 1.85], [-0.63, 2.39, 2.11], [-0.30, 0.70, 2.51], [-0.41, -2.14, -2.56], [1.22, -1.60, -2.10], [0.32, -2.63, -1.00]], "nbo_charge": [0.013, -0.123, -0.675, -0.451, -0.309, 0.086, 0.148, 0.228, 0.243, 0.228, 0.209, 0.203, 0.200], "de_lowest_kj_mol": 147.6, "homo_ev": -8.470, "smiles": "C/N=C/C(C)=S", "molar_mass_g_mol": 101.17, "fmax_ha_per_bohr": 0.036, "orbital_gap_ev": 7.752, "e_lumo_ev": -0.718}

***

{"formula": "C4H7NS", "method": "wB97M-V/def2-TZVPD", "symbols": ["C", "C", "C", "C", "N", "S", "H", "H", "H", "H", "H", "H", "H"], "positions_angstrom": [[-1.96, -0.44, -0.52], [2.17, 0.32, -0.14], [1.90, 1.59, -0.09], [-1.18, -1.11, 0.33], [2.33, -0.82, -0.59], [-3.06, 0.79, -0.13], [-1.97, -0.92, -1.45], [0.89, 1.53, 0.29], [-2.52, 0.97, 1.06], [2.37, 2.54, -0.12], [-0.54, -1.95, 0.01], [-1.15, -0.90, 1.41], [2.71, -1.60, -0.06]], "nbo_charge": [-0.384, 0.433, -0.651, -0.423, -0.665, 0.073, 0.225, 0.245, 0.116, 0.257, 0.209, 0.184, 0.381], "de_lowest_kj_mol": 309.5, "homo_ev": -8.607, "smiles": "C=C=N.C=CS", "molar_mass_g_mol": 101.17, "fmax_ha_per_bohr": 0.062, "orbital_gap_ev": 9.489, "e_lumo_ev": 0.881}

***

{"formula": "C4H7NS", "method": "wB97M-V/def2-TZVPD", "symbols": ["C", "C", "C", "C", "N", "S", "H", "H", "H", "H", "H", "H", "H"], "positions_angstrom": [[-0.12, -0.63, 0.51], [-0.92, 0.40, 0.20], [-2.42, 0.46, -0.09], [2.41, -0.37, -0.24], [1.31, 0.21, 0.43], [0.27, 1.60, -0.19], [-0.20, -1.62, 1.06], [-2.55, 0.77, -1.14], [-2.83, -0.61, 0.10], [-3.00, 1.35, 0.51], [2.00, -0.74, -1.15], [3.25, 0.35, -0.33], [2.80, -1.17, 0.35]], "nbo_charge": [-0.099, -0.226, -0.647, -0.426, -0.519, 0.403, 0.225, 0.231, 0.236, 0.227, 0.180, 0.207, 0.208], "de_lowest_kj_mol": 329.4, "homo_ev": -8.400, "molar_mass_g_mol": 101.17, "fmax_ha_per_bohr": 0.104, "orbital_gap_ev": 9.051, "e_lumo_ev": 0.651}

***

{"formula": "C4H7NS2", "method": "wB97M-V/def2-TZVPD", "symbols": ["C", "C", "C", "C", "N", "S", "S", "H", "H", "H", "H", "H", "H", "H"], "positions_angstrom": [[-0.15, 1.19, 0.61], [-0.13, -1.16, -0.90], [0.50, -1.56, 0.38], [-0.46, -0.43, 0.36], [-0.98, 1.93, 1.13], [1.56, 3.49, 0.39], [1.35, 1.54, -0.12], [0.42, -0.76, -1.62], [-0.81, -1.83, -1.25], [0.08, -2.43, 1.04], [1.50, -1.24, 0.53], [-1.51, -0.62, 0.80], [-0.78, 2.93, 1.28], [0.53, 3.97, -0.27]], "nbo_charge": [0.119, -0.413, -0.421, -0.263, -0.654, -0.113, 0.154, 0.213, 0.214, 0.229, 0.219, 0.237, 0.361, 0.120], "de_lowest_kj_mol": 185.4, "homo_ev": -9.351, "smiles": "[H]/N=C(\\SS)C1CC1", "molar_mass_g_mol": 133.24, "fmax_ha_per_bohr": 0.088, "orbital_gap_ev": 9.737, "e_lumo_ev": 0.386}

***

{"formula": "C4H7NS2", "method": "wB97M-V/def2-TZVPD", "symbols": ["C", "C", "C", "C", "H", "H", "H", "H", "H", "H", "H", "N", "S", "S"], "positions_angstrom": [[-1.06, -1.99, 0.22], [0.54, -0.18, -0.09], [0.73, 1.11, 0.49], [1.68, 1.90, -0.10], [-1.93, -2.07, 1.21], [-1.58, -2.61, -0.81], [0.18, -2.26, 0.67], [-1.84, 1.20, -1.51], [-0.10, 1.78, 0.98], [2.43, 1.51, -0.70], [1.78, 2.96, 0.22], [-0.73, -0.59, -0.02], [-1.99, 0.50, -0.26], [1.88, -1.27, -0.28]], "nbo_charge": [-0.477, 0.130, -0.317, -0.256, 0.214, 0.235, 0.275, 0.139, 0.251, 0.204, 0.195, -0.599, 0.186, -0.180], "de_lowest_kj_mol": 449.6, "homo_ev": -8.350, "molar_mass_g_mol": 133.24, "fmax_ha_per_bohr": 0.118, "orbital_gap_ev": 7.873, "e_lumo_ev": -0.477}

***

{"formula": "C4H7NS2", "method": "wB97M-V/def2-TZVPD", "symbols": ["C", "C", "C", "C", "H", "H", "H", "H", "H", "H", "H", "N", "S", "S"], "positions_angstrom": [[-1.58, 0.38, 1.25], [-0.26, -0.22, -0.90], [1.83, 0.09, 1.04], [0.28, 1.17, -0.96], [-2.72, 1.12, 1.51], [-1.59, -0.50, 2.26], [-0.51, 1.14, 1.37], [0.00, -0.76, -1.98], [2.82, -0.20, 1.33], [1.97, 1.04, 0.72], [1.18, 0.10, 1.97], [0.73, 2.22, -0.45], [-1.78, -0.48, -0.25], [1.28, -1.15, -0.16]], "nbo_charge": [-0.896, -0.670, -0.761, 0.274, 0.257, 0.243, 0.291, 0.320, 0.239, 0.236, 0.213, -0.346, 0.386, 0.213], "de_lowest_kj_mol": 435.1, "homo_ev": -8.979, "molar_mass_g_mol": 133.24, "fmax_ha_per_bohr": 0.171, "orbital_gap_ev": 9.398, "e_lumo_ev": 0.419}

***

{"formula": "C4H7NS2", "method": "wB97M-V/def2-TZVPD", "symbols": ["C", "C", "C", "C", "H", "H", "H", "H", "H", "H", "H", "N", "S", "S"], "positions_angstrom": [[0.32, -0.50, -0.65], [0.54, 0.98, -0.71], [-0.43, 0.48, 1.39], [-0.58, -0.83, 0.53], [-0.97, -2.17, -1.75], [1.25, -1.08, -0.44], [1.47, 1.20, -1.26], [-0.32, 1.43, -1.29], [1.52, 1.19, 0.99], [-0.15, 0.17, 2.35], [-1.39, 0.95, 1.51], [0.55, 1.36, 0.67], [-0.29, -1.11, -2.24], [-1.52, -2.06, 0.91]], "nbo_charge": [-0.445, -0.239, -0.314, -0.066, 0.147, 0.246, 0.219, 0.201, 0.358, 0.227, 0.225, -0.603, -0.042, 0.086], "de_lowest_kj_mol": 82.8, "homo_ev": -8.823, "smiles": "S=C1CNC[C@@H]1S", "molar_mass_g_mol": 133.24, "fmax_ha_per_bohr": 0.059, "orbital_gap_ev": 8.491, "e_lumo_ev": -0.332}

***

{"formula": "C4H7NS3", "method": "wB97M-V/def2-TZVPD", "symbols": ["C", "C", "C", "C", "H", "H", "H", "H", "H", "H", "H", "N", "S", "S", "S"], "positions_angstrom": [[-0.80, -0.71, 0.39], [-1.76, -0.02, -0.45], [-1.28, 0.73, -1.73], [0.46, 0.04, 0.86], [0.79, -2.37, 0.53], [-1.13, -1.22, 1.30], [-2.17, 0.92, 0.14], [-2.67, -0.61, -0.61], [-1.00, 0.07, -2.67], [-2.21, 1.13, -2.05], [1.27, 1.81, 0.65], [0.56, 1.19, 0.31], [0.00, -2.09, -0.57], [0.06, 2.00, -1.26], [1.40, -0.43, 2.21]], "nbo_charge": [-0.391, -0.440, -0.518, 0.169, 0.171, 0.270, 0.222, 0.250, 0.236, 0.231, 0.414, -0.676, -0.079, 0.386, -0.246], "de_lowest_kj_mol": 151.1, "homo_ev": -8.397, "smiles": "S=C1NSCC[C@H]1S", "molar_mass_g_mol": 165.31, "fmax_ha_per_bohr": 0.088, "orbital_gap_ev": 8.342, "e_lumo_ev": -0.055}

***

{"formula": "C4H7NS3", "method": "wB97M-V/def2-TZVPD", "symbols": ["C", "C", "C", "C", "H", "H", "H", "H", "H", "H", "H", "N", "S", "S", "S"], "positions_angstrom": [[-1.60, 0.19, -0.07], [-0.15, 0.02, 0.05], [0.57, 1.24, 0.20], [0.96, -0.64, -0.92], [-1.51, -2.09, -1.17], [-0.44, -0.22, 2.53], [0.43, 1.95, 1.22], [0.02, 1.96, -0.58], [2.47, 0.23, 0.02], [1.49, -1.65, -0.60], [0.90, -0.64, -2.10], [1.75, 0.50, -0.43], [-2.62, -1.20, -0.35], [-2.27, 1.44, 0.54], [-0.01, -1.12, 1.66]], "nbo_charge": [-0.357, -0.165, -0.296, -0.247, 0.134, 0.123, 0.252, 0.207, 0.356, 0.213, 0.212, -0.608, 0.112, 0.104, -0.039], "de_lowest_kj_mol": 463.3, "homo_ev": -8.845, "molar_mass_g_mol": 165.31, "fmax_ha_per_bohr": 0.149, "orbital_gap_ev": 8.174, "e_lumo_ev": -0.672}

***

{"formula": "C4H7NSi", "method": "wB97M-V/def2-TZVPD", "symbols": ["C", "C", "C", "C", "N", "Si", "H", "H", "H", "H", "H", "H", "H"], "positions_angstrom": [[-1.97, 0.19, -0.68], [-1.26, -0.92, -1.06], [-1.29, 0.51, 0.56], [-0.15, -0.45, 0.34], [-1.72, 1.22, 1.51], [1.45, 0.10, -0.40], [-2.90, 0.52, -0.99], [-1.18, -1.70, -1.77], [-0.13, -1.35, 0.91], [-1.15, 1.13, 2.46], [1.18, 1.40, -1.08], [1.60, -0.80, -1.55], [2.57, -0.28, 0.67]], "nbo_charge": [-0.153, -0.093, 0.142, -0.731, -0.558, 0.858, 0.188, 0.199, 0.250, 0.333, -0.135, -0.169, -0.130], "de_lowest_kj_mol": 82.3, "homo_ev": [-6.233, -9.741], "molar_mass_g_mol": 97.19, "spin_multiplicity": 3, "fmax_ha_per_bohr": 0.125, "orbital_gap_ev": [7.244, 7.083], "e_lumo_ev": [1.010, -2.658]}

***

{"formula": "C4H7O", "method": "wB97M-V/def2-TZVPD", "symbols": ["C", "C", "C", "C", "O", "H", "H", "H", "H", "H", "H", "H"], "positions_angstrom": [[1.60, -0.05, -0.27], [0.76, -1.10, -0.01], [0.62, 0.93, 0.28], [-1.56, -0.22, -0.09], [-0.25, -0.21, 0.55], [2.60, 0.32, -0.57], [0.61, -2.19, -0.01], [1.02, 1.53, 1.11], [0.09, 1.48, -0.48], [-1.92, 0.52, 0.56], [-1.49, 0.16, -1.08], [-2.07, -1.17, 0.01]], "nbo_charge": [-0.197, 0.098, -0.083, -0.245, -0.303, 0.283, 0.273, 0.264, 0.225, 0.222, 0.214, 0.248], "de_lowest_kj_mol": 140.5, "homo_ev": -15.621, "molar_mass_g_mol": 71.10, "fmax_ha_per_bohr": 0.055, "orbital_gap_ev": 11.877, "e_lumo_ev": -3.743, "charge": 1}

***

{"formula": "C4H7O2S", "method": "wB97M-V/def2-TZVPD", "symbols": ["O", "C", "O", "C", "C", "C", "S", "H", "H", "H", "H", "H", "H", "H"], "positions_angstrom": [[-2.82, -0.48, 0.21], [-1.71, -0.63, 0.77], [-1.25, -1.67, 1.30], [-0.75, 0.60, 0.77], [0.45, 0.53, -0.20], [0.57, -0.75, -1.03], [3.59, 1.40, -0.08], [-1.32, 1.50, 0.56], [-0.40, 0.68, 1.81], [0.42, 1.43, -0.83], [1.48, 0.71, 0.21], [-0.36, -0.94, -1.54], [1.49, -0.76, -1.61], [0.60, -1.61, -0.35]], "nbo_charge": [-0.818, 0.763, -0.807, -0.518, -0.398, -0.633, -0.999, 0.181, 0.194, 0.179, 0.236, 0.192, 0.206, 0.222], "de_lowest_kj_mol": 14.5, "homo_ev": [-0.460, -0.026], "molar_mass_g_mol": 119.16, "spin_multiplicity": 2, "fmax_ha_per_bohr": 0.023, "orbital_gap_ev": [6.959, 6.097], "e_lumo_ev": [6.499, 6.072], "charge": -2}

***

{"formula": "C4H7O2Si", "method": "wB97M-V/def2-TZVPD", "symbols": ["C", "C", "C", "C", "O", "O", "Si", "H", "H", "H", "H", "H", "H", "H"], "positions_angstrom": [[-0.72, -1.19, 0.06], [0.29, -0.35, 0.00], [-2.22, -0.19, 0.09], [1.64, -0.96, -0.05], [-1.86, 0.98, 0.06], [-3.30, -0.71, 0.06], [0.07, 1.55, 0.15], [-0.61, -2.16, -0.09], [2.47, -0.28, 0.06], [1.56, -1.38, -1.06], [1.68, -1.76, 0.65], [-0.31, 2.04, -1.25], [1.61, 1.87, 0.15], [-0.28, 2.54, 1.18]], "nbo_charge": [-0.349, -0.380, 0.839, -0.662, -0.763, -0.703, 0.941, 0.160, 0.212, 0.206, 0.195, -0.195, -0.306, -0.195], "de_lowest_kj_mol": 72.2, "homo_ev": -4.580, "molar_mass_g_mol": 115.18, "fmax_ha_per_bohr": 0.145, "orbital_gap_ev": 8.505, "e_lumo_ev": 3.925, "charge": -1}

***

{"formula": "C4H7O3Rh", "method": "wB97M-V/def2-TZVPD", "symbols": ["H", "O", "C", "O", "O", "C", "H", "H", "H", "C", "H", "C", "H", "H", "Rh"], "positions_angstrom": [[-0.86, -1.97, -1.79], [-0.89, 0.16, 0.60], [0.40, 0.38, 0.53], [1.24, -0.41, 0.11], [0.67, 1.61, 0.89], [1.99, 2.11, 0.64], [2.73, 1.49, 1.15], [2.18, 2.12, -0.44], [1.99, 3.12, 1.04], [-1.39, -1.12, 0.23], [-1.51, -1.80, 1.08], [-2.13, -1.19, -0.95], [-2.44, -0.25, -1.42], [-2.87, -2.00, -0.99], [0.89, -2.24, -0.67]], "mulliken_charge": [0.193, -0.252, 1.121, -0.565, -0.290, -0.626, 0.303, 0.324, 0.226, -0.530, 0.543, -0.572, 0.324, 0.353, 0.449], "homo_ev": [-11.385, -16.158], "molar_mass_g_mol": 206.00, "spin_multiplicity": 6, "fmax_ha_per_bohr": 0.048, "orbital_gap_ev": [7.258, 8.975], "e_lumo_ev": [-4.126, -7.184], "charge": 1}